1.
DFT (ωB97M-V/def2-TZVPD) results for a cluster of 2 separate species, C3H9O2P in total in a non-equilibrium geometry.

Output
HOMO (alpha / beta), eV: -6.62 / -7.20
HOMO-LUMO gap (alpha / beta), eV: 6.42 / 7.48
LUMO energy (alpha / beta), eV: -0.2 / 0.3

XYZ file:
```
15
Properties=species:S:1:pos:R:3:forces:R:3
C 1.4937 1.1417 -0.2938 -2.67 2.20 3.78
C 0.8066 0.1648 0.7215 -0.36 -1.01 -0.41
C 0.0342 -0.9366 -0.0071 -2.32 1.12 0.11
O -0.3359 -1.8968 0.8722 1.14 0.55 -0.30
O 0.1837 -1.2179 -1.3469 2.74 2.45 2.72
P -2.6383 0.3289 -0.3077 0.38 -1.61 0.33
H 1.9433 1.8998 0.3948 0.22 -0.50 -0.79
H 0.7316 1.7554 -0.8402 0.69 -1.06 -0.01
H 2.2122 0.6489 -0.8331 1.55 -0.91 -1.65
H 0.0249 0.6377 1.4229 1.51 -0.57 -1.15
H 1.5463 -0.4416 1.3702 -0.74 1.21 -0.87
H -0.7775 -2.6176 0.4499 -0.66 -0.75 -0.44
H -0.4023 -1.8719 -1.5913 -2.18 -2.23 -0.94
H -2.7823 1.0194 0.9128 0.13 0.05 0.21
H -2.0402 1.3860 -0.9242 0.55 1.06 -0.60
```
Positions in Å, forces in eV/Å.

Löwdin atomic charge list, values in e, 5 entries: -0.083, -0.187, -0.452, 0.052, 0.077



2.
DFT (ωB97M-V/def2-TZVPD) results for an isolated molecule of C3H9O2PS in a non-equilibrium geometry.

Output
HOMO, eV: -9.12
HOMO-LUMO gap, eV: 9.65
LUMO energy, eV: 0.5

XYZ file:
```
16
Properties=species:S:1:pos:R:3:forces:R:3
C 0.5051 -1.6795 -1.0639 -0.58 -1.31 -0.74
C 1.4782 1.0417 -1.0560 -1.27 0.42 1.37
C -1.5461 0.7239 1.8477 0.65 4.17 -2.65
O 1.2504 -0.1945 1.3068 -0.53 -0.56 0.19
O -2.2133 -0.7845 -0.3687 0.62 1.98 0.38
P 0.5829 -0.1868 -0.0184 2.20 0.24 -0.92
S -1.4908 0.5345 0.0311 -1.20 -3.32 0.10
H 1.4619 -1.8370 -1.6971 -1.70 0.84 0.79
H 0.4866 -2.5988 -0.4496 -0.21 0.55 0.07
H -0.5096 -1.7035 -1.6400 2.03 0.22 0.72
H 0.8037 1.9052 -0.7996 1.00 -0.12 -0.88
H 2.4550 1.2142 -0.5224 -0.84 -0.33 -1.07
H 1.4401 0.7659 -2.1240 0.39 0.50 0.55
H -0.7269 0.4907 2.4201 2.25 -1.13 0.79
H -2.4016 0.4542 2.3202 -2.85 -1.28 0.72
H -1.5756 1.8543 1.8137 0.03 -0.86 0.59
```
Positions in Å, forces in eV/Å.

Löwdin atomic charge list, values in e, 5 entries: -0.223, -0.205, -0.264, -0.387, -0.642



3.
DFT (ωB97M-V/def2-TZVPD) results for the ion C3H9O2S with charge +1 in a non-equilibrium geometry.

Output
HOMO, eV: -16.03
Net charge: +1
HOMO-LUMO gap, eV: 12.84
LUMO energy, eV: -3.2

XYZ file:
```
15
Properties=species:S:1:pos:R:3:forces:R:3
C 1.2048 -0.9524 1.8070 0.70 -5.11 0.70
C 0.5738 0.8716 -1.6012 -0.92 -0.94 -1.13
C -1.8528 -0.2623 -0.3844 2.95 1.75 -2.51
O -0.3905 1.7757 0.6506 0.73 -3.97 -1.26
O 0.6251 -0.6814 0.5388 -0.98 0.82 -1.83
S -0.2106 0.4735 -0.0803 -1.36 3.81 1.85
H 0.6418 -1.8023 2.3886 0.29 1.91 -1.30
H 1.3212 -0.1359 2.4249 0.41 1.94 0.94
H 2.1406 -1.5310 1.5276 -0.73 1.39 0.52
H -0.0002 1.3660 -2.3925 -1.14 0.06 0.82
H 0.7933 -0.0619 -2.0882 1.14 -0.40 0.02
H 1.3114 1.6067 -1.4229 1.48 0.13 0.59
H -1.7491 -0.9227 -1.2764 -0.52 -0.26 1.37
H -2.2768 0.6733 -0.6925 -0.93 0.39 -0.39
H -2.1321 -0.4168 0.6008 -1.12 -1.51 1.61
```
Positions in Å, forces in eV/Å.

Löwdin atomic charge list, values in e, 5 entries: -0.031, -0.104, -0.043, -0.281, -0.303



What did we get for energy relative to the best compared isomer or geometry (same formula, charge and spin)? Answer: 3.930, 2.007, 1.870 eV, in the order shown.